DFT (ωB97M-V/def2-TZVPD) results for a structure of composition C16H18I2MnN3O in a non-equilibrium geometry.

Atoms and positions in Å:
Mn1 -3.4319 0.2665 0.8020
I1 -5.1518 -1.3816 -0.6837
C1 -6.2009 0.4635 -1.1506
I2 -4.9391 2.1241 -0.5379
H1 -7.1315 0.4961 -0.5815
H2 -6.3875 0.5134 -2.2257
C2 -4.2614 -1.6400 4.0142
C3 -3.0029 -1.3509 3.1853
C4 -1.8210 -0.8373 4.0311
O1 -3.2660 -0.4323 2.2174
H3 -4.0624 -2.4562 4.7032
H4 -5.0821 -1.9308 3.3610
H5 -4.5505 -0.7618 4.5884
H6 -2.6821 -2.2786 2.6628
H7 -2.1452 -0.0086 4.6561
H8 -1.0199 -0.5055 3.3698
H9 -1.4523 -1.6361 4.6668
N1 3.3775 1.4239 -1.0779
C5 4.5009 1.0131 -1.7457
C6 5.8189 1.4363 -1.7736
C7 6.7226 0.7632 -2.6021
C8 6.3629 -0.4079 -3.2746
C9 5.0593 -0.8684 -3.2314
C10 4.1206 -0.1935 -2.4245
N2 2.8462 -0.4466 -2.1342
C11 2.3883 0.5356 -1.3632
C12 1.0086 0.5634 -0.9276
C13 0.4478 1.5463 -0.0989
C14 -0.8774 1.4349 0.2744
N3 -1.6751 0.4259 -0.1285
C15 -1.1519 -0.4992 -0.9574
C16 0.1616 -0.4680 -1.3691
H10 3.3194 2.2532 -0.5033
H11 6.1794 2.2031 -1.0997
H12 7.7270 1.1480 -2.7149
H13 7.1027 -0.9162 -3.8784
H14 4.7201 -1.6606 -3.8902
H15 1.0182 2.3910 0.2547
H16 -1.3234 2.1928 0.9194
H17 -1.8181 -1.2863 -1.2999
H18 0.5508 -1.2279 -2.0304

As for the multiplicity: 4. The expectation value of S² is 4.056. The HOMO energy (alpha / beta) comes out at -17.73 / -17.78 eV. The total charge is +3. The total energy comes out at -2605.29500 Eh.

Electronic structure analysis, natural (NBO) charges in units of e: number 1, Mn, carries 1.208; number 2, I, carries 0.390; number 3, C, carries -0.650; number 4, I, carries 0.364; number 5, H, carries 0.269; number 6, H, carries 0.271; number 7, C, carries -0.620; number 8, C, carries 0.056; number 9, C, carries -0.613; number 10, O, carries -0.533; number 11, H, carries 0.261; number 12, H, carries 0.221; number 13, H, carries 0.234; number 14, H, carries 0.202; number 15, H, carries 0.234; number 16, H, carries 0.202; number 17, H, carries 0.259; number 18, N, carries -0.477; number 19, C, carries 0.137; number 20, C, carries -0.108; number 21, C, carries -0.015; number 22, C, carries -0.232; number 23, C, carries -0.015; number 24, C, carries 0.166; number 25, N, carries -0.377; number 26, C, carries 0.407; number 27, C, carries -0.012; number 28, C, carries -0.185; number 29, C, carries 0.053; number 30, N, carries -0.534; number 31, C, carries 0.070; number 32, C, carries -0.164; number 33, H, carries 0.451; number 34, H, carries 0.261; number 35, H, carries 0.268; number 36, H, carries 0.275; number 37, H, carries 0.267; number 38, H, carries 0.252; number 39, H, carries 0.233; number 40, H, carries 0.236; number 41, H, carries 0.287


DFT (ωB97M-V/def2-TZVPD) results for a structure of composition C27H25AlBr2N4O2S.

Atoms and positions in Å:
Al1 0.2734 -0.3838 0.4210
S1 0.5103 2.9981 3.1939
C1 0.9743 3.7028 1.6736
C2 1.3511 5.0189 1.4104
C3 1.5799 5.3728 0.0960
C4 1.4100 4.4402 -0.9360
C5 1.0447 3.1362 -0.6688
C6 0.8562 2.7563 0.6608
N1 0.4652 1.4873 1.1286
C7 0.2025 1.5072 2.4240
C8 -0.3484 0.2972 3.0630
C9 -0.8053 0.2751 4.3775
C10 -1.3523 -0.8992 4.8712
C11 -1.4286 -2.0227 4.0538
C12 -0.9596 -1.9758 2.7432
C13 -0.4168 -0.8128 2.2141
H1 1.4456 5.7447 2.2085
H2 1.8700 6.3879 -0.1420
H3 1.5557 4.7510 -1.9631
H4 0.8888 2.4342 -1.4779
H5 -0.7478 1.1536 5.0121
H6 -1.7170 -0.9420 5.8888
H7 -1.8523 -2.9403 4.4444
H8 -1.0214 -2.8796 2.1413
O1 1.5812 -6.3689 -0.0554
C14 1.2270 -5.0859 -0.0653
C15 0.1149 -4.5844 -0.7425
C16 -0.1394 -3.2378 -0.6739
N2 0.6333 -2.3739 0.0112
C17 1.6885 -2.8914 0.6617
Br1 2.7183 -1.6558 1.6559
C18 2.0361 -4.2139 0.6604
H9 0.9737 -6.9178 -0.5705
H10 -0.5405 -5.2339 -1.3085
H11 -0.9969 -2.8116 -1.1815
H12 2.8959 -4.5819 1.2018
Br2 1.7268 -0.8907 -5.0304
C19 2.2347 -0.2658 -3.3468
C20 3.4327 0.4019 -3.1508
C21 3.7377 0.8399 -1.8731
C22 2.8414 0.6100 -0.8502
N3 1.6841 -0.0410 -1.0412
C23 1.3950 -0.4804 -2.2783
H13 4.1103 0.5726 -3.9778
H14 4.6623 1.3628 -1.6679
H15 3.0449 0.9547 0.1538
H16 0.4668 -1.0144 -2.4118
C24 -4.3033 1.1069 -1.9314
N4 -2.8968 0.6464 -1.8446
C25 -2.0660 0.6593 -3.0616
C26 -2.3630 0.2640 -0.7118
C27 -3.1281 0.2637 0.5726
O2 -1.1361 -0.1008 -0.7085
H17 -4.5153 1.3327 -2.9699
H18 -4.4519 2.0082 -1.3418
H19 -4.9873 0.3292 -1.6035
H20 -2.6639 1.0494 -3.8771
H21 -1.7420 -0.3480 -3.3142
H22 -1.1929 1.2929 -2.9196
H23 -4.1894 0.4472 0.4549
H24 -2.7040 1.0364 1.2198
H25 -2.9675 -0.6875 1.0793

The HOMO energy comes out at -13.69 eV. The total charge is +2. The total energy comes out at -7201.75681 Eh. The value obtained for the energy relative to the best compared isomer or geometry (same formula, charge and spin) is 1.7 kcal/mol.

Electronic structure analysis, natural (NBO) charges in units of e: number 1, Al, carries 1.892; number 2, S, carries 0.529; number 3, C, carries -0.236; number 4, C, carries -0.189; number 5, C, carries -0.188; number 6, C, carries -0.174; number 7, C, carries -0.252; number 8, C, carries 0.179; number 9, N, carries -0.691; number 10, C, carries 0.139; number 11, C, carries -0.174; number 12, C, carries -0.157; number 13, C, carries -0.199; number 14, C, carries -0.157; number 15, C, carries -0.238; number 16, C, carries -0.528; number 17, H, carries 0.247; number 18, H, carries 0.244; number 19, H, carries 0.233; number 20, H, carries 0.215; number 21, H, carries 0.228; number 22, H, carries 0.240; number 23, H, carries 0.231; number 24, H, carries 0.203; number 25, O, carries -0.603; number 26, C, carries 0.407; number 27, C, carries -0.314; number 28, C, carries 0.088; number 29, N, carries -0.658; number 30, C, carries 0.186; number 31, Br, carries 0.211; number 32, C, carries -0.305; number 33, H, carries 0.506; number 34, H, carries 0.250; number 35, H, carries 0.221; number 36, H, carries 0.276; number 37, Br, carries 0.155; number 38, C, carries -0.133; number 39, C, carries -0.132; number 40, C, carries -0.223; number 41, C, carries 0.083; number 42, N, carries -0.601; number 43, C, carries 0.030; number 44, H, carries 0.261; number 45, H, carries 0.259; number 46, H, carries 0.229; number 47, H, carries 0.227; number 48, C, carries -0.417; number 49, N, carries -0.338; number 50, C, carries -0.410; number 51, C, carries 0.742; number 52, C, carries -0.700; number 53, O, carries -0.841; number 54, H, carries 0.236; number 55, H, carries 0.229; number 56, H, carries 0.228; number 57, H, carries 0.235; number 58, H, carries 0.217; number 59, H, carries 0.220; number 60, H, carries 0.249; number 61, H, carries 0.263; number 62, H, carries 0.269


DFT (ωB97M-V/def2-TZVPD) results for a structure of composition C5H9ClN3O in a non-equilibrium geometry.

Atoms and positions in Å:
C1 -0.7276 -1.3003 -0.3077
C2 0.6971 -1.0522 -0.2842
C3 2.4865 0.4303 -0.0903
C4 -1.5495 -0.1638 0.1056
C5 -2.6753 -0.4299 0.8392
N1 1.1912 0.0578 -0.6823
N2 2.9315 1.6062 -0.4950
N3 -1.0886 0.9964 -0.3790
O1 2.9406 -0.4649 0.5872
Cl1 -1.3901 2.6341 0.0057
H1 -0.9828 -1.8260 -1.2389
H2 1.3036 -1.7782 0.2673
H3 -0.9782 -2.1113 0.3371
H4 -3.0744 -1.3992 0.7718
H5 -3.4711 0.4070 0.7537
H6 -2.1963 -0.2905 1.8828
H7 2.5957 2.1909 -1.2949
H8 3.7821 1.8327 -0.1275
H9 0.2055 0.6608 -0.6504

The HOMO energy comes out at -14.14 eV. The total charge is +1. The total energy comes out at -895.28335 Eh. The value obtained for the energy relative to the best compared isomer or geometry (same formula, charge and spin) is 10.6 kcal/mol.

Electronic structure analysis, natural (NBO) charges in units of e: number 1, C, carries -0.586; number 2, C, carries 0.323; number 3, C, carries 0.779; number 4, C, carries 0.380; number 5, C, carries -0.698; number 6, N, carries -0.529; number 7, N, carries -0.774; number 8, N, carries -0.510; number 9, O, carries -0.569; number 10, Cl, carries 0.217; number 11, H, carries 0.323; number 12, H, carries 0.257; number 13, H, carries 0.271; number 14, H, carries 0.264; number 15, H, carries 0.283; number 16, H, carries 0.289; number 17, H, carries 0.441; number 18, H, carries 0.419; number 19, H, carries 0.420


Q: Look up the total charge of the second one.
A: +2